1.
83
Properties=species:S:1:pos:R:3:forces:R:3 method="wB97M-V/def2-TZVPD" orbital_gap_ev="3.156 / 3.094" e_tot_ev=-107907.24185 s2=0.92 total_charge=+3 multiplicity=2 e_homo_ev="-14.4 / -14.4"
Mn -0.123593 -0.275464 -0.057612 0.099 -1.448 -0.466
C 4.660044 -3.132216 -0.072511 -0.046 0.011 0.058
C 3.355839 -3.501338 -0.402209 -0.270 0.025 0.022
C 2.294100 -2.725459 0.017541 -0.014 -0.353 -0.382
C 2.518454 -1.592758 0.814633 -0.728 0.378 0.227
C 3.831253 -1.227354 1.146093 0.664 0.054 0.144
C 4.891993 -1.990859 0.690112 -0.069 0.252 0.238
N 1.424729 -0.811156 1.180840 0.327 -0.155 -0.252
C 1.425137 -0.121484 2.338295 0.207 -0.507 -0.616
C 2.237787 -0.400923 3.464951 0.260 0.069 0.532
C 2.110508 0.379033 4.586440 0.218 -0.245 -0.102
C 1.186530 1.434720 4.617671 -0.121 0.106 -0.153
C 0.358261 1.704009 3.526138 0.006 0.145 0.178
C 0.485433 0.930257 2.403817 -1.051 0.448 -0.465
N -0.375343 1.152521 1.270225 0.909 0.448 0.427
N 0.257831 1.693377 0.248553 -0.546 0.047 0.280
C -0.725034 2.010070 -0.771375 0.214 0.201 0.076
C -0.886664 3.244842 -1.343971 0.064 0.162 0.019
C -1.879073 3.346292 -2.311580 -0.091 0.057 -0.089
C -2.622788 2.225690 -2.673231 0.072 0.148 0.024
C -2.347330 1.016516 -2.068567 -0.016 -0.281 -0.001
N -1.404427 0.923133 -1.125408 0.247 -0.207 0.369
H 5.494190 -3.734850 -0.411004 -0.024 0.044 -0.009
H 3.175508 -4.394219 -0.988180 0.002 0.046 0.037
H 1.279762 -3.001706 -0.238938 -0.002 -0.001 0.009
H 4.016362 -0.319625 1.710800 0.042 -0.021 -0.203
H 5.905002 -1.693451 0.929296 -0.035 0.004 -0.031
H 2.910035 -1.250310 3.459136 -0.161 -0.008 0.036
H 2.711594 0.162181 5.460091 -0.050 0.024 -0.007
H 1.101460 2.041901 5.511382 -0.003 -0.027 -0.026
H -0.366499 2.508524 3.552364 0.043 -0.040 0.023
H -0.278847 4.085790 -1.035448 -0.050 -0.027 -0.038
H -2.074302 4.300558 -2.785529 0.011 -0.037 0.016
H -3.397434 2.288221 -3.425285 0.027 0.003 0.032
H -2.875008 0.109376 -2.336408 0.041 -0.009 0.029
S 4.797448 2.527406 -0.869511 -0.130 -0.128 0.002
C 6.278946 3.108503 -1.445674 0.453 0.141 -0.259
C 6.633020 2.547143 -2.646654 0.090 0.363 0.479
C 5.680595 1.622740 -3.094050 -0.720 -0.363 0.169
C 4.601141 1.485215 -2.231229 0.979 0.409 -0.372
C 3.457481 0.629597 -2.384172 -0.982 -0.494 0.117
C 2.406748 0.656296 -1.415978 1.012 0.416 -0.568
N 1.357672 -0.120473 -1.474627 -0.776 -0.573 -0.309
C 1.247005 -1.016234 -2.503571 0.844 0.747 0.132
C 2.191570 -1.078268 -3.538812 -0.511 -0.418 -0.086
C 1.968935 -2.018205 -4.619078 0.261 0.341 0.223
C 0.888587 -2.818108 -4.626551 -0.387 -0.102 0.280
C -0.068864 -2.777643 -3.539042 0.670 0.560 0.082
C -1.204639 -3.562879 -3.486853 -0.931 -0.314 0.519
C -2.089525 -3.459641 -2.404573 1.004 0.683 0.041
C -1.732921 -2.553581 -1.351595 -0.530 -0.877 -0.488
N -0.651999 -1.820809 -1.370848 0.917 0.495 -0.344
C 0.159202 -1.887120 -2.475032 -0.873 -0.598 0.091
C -3.294294 -4.220249 -2.297605 -1.378 -0.470 0.655
C -4.277472 -4.151804 -1.295507 1.181 0.387 -0.571
C -5.333052 -5.030729 -1.500928 -0.296 -0.750 -0.715
C -5.162737 -5.775674 -2.655731 -0.442 0.087 0.527
S -3.736700 -5.401972 -3.476823 0.069 0.221 0.242
C 3.298382 -0.245696 -3.461084 0.426 0.545 0.388
H 6.827129 3.849291 -0.879990 -0.062 -0.064 -0.044
H 7.540255 2.800579 -3.176258 -0.047 -0.017 0.026
H 5.780060 1.078466 -4.024766 -0.017 0.040 0.066
H 2.428413 1.349001 -0.583230 0.129 0.021 -0.074
H 2.689821 -2.059446 -5.427305 -0.018 0.030 0.050
H 0.720305 -3.511541 -5.442346 -0.027 0.032 0.055
H -1.407271 -4.249834 -4.302150 -0.040 0.017 0.072
H -2.351084 -2.466503 -0.470109 -0.094 -0.052 -0.096
H -4.229275 -3.476721 -0.449599 -0.005 -0.027 -0.067
H -6.191423 -5.132775 -0.851957 0.052 0.000 -0.051
H -5.830331 -6.531886 -3.048015 0.087 0.090 0.027
H 4.047611 -0.292033 -4.242351 -0.020 0.021 0.033
C -2.035776 -3.965079 3.624990 -0.031 0.230 -0.151
N -2.001929 -2.753669 2.782724 -0.022 -0.051 0.103
C -2.900848 -1.709928 2.819763 0.135 -0.253 0.005
C -2.468288 -0.799304 1.908973 0.039 0.037 -0.086
N -1.316897 -1.278029 1.316946 -0.011 0.640 -0.192
C -1.064996 -2.450999 1.870807 -0.173 -0.212 0.267
H -2.920344 -3.921602 4.251401 -0.030 0.015 0.002
H -1.154894 -3.999760 4.258904 0.040 0.001 0.015
H -2.086008 -4.852624 3.001390 0.004 -0.012 -0.043
H -3.746240 -1.704974 3.488912 0.037 -0.022 -0.063
H -2.883245 0.161176 1.654036 0.005 -0.056 -0.006
H -0.222944 -3.089859 1.654836 -0.059 -0.020 -0.020

=====

2.
85
Properties=species:S:1:pos:R:3:forces:R:3 method="wB97M-V/def2-TZVPD" orbital_gap_ev=5.734 e_tot_ev=-71463.10433 e_above_lowest_kcal_mol=3.2 total_charge=-2 e_homo_ev=-1.8
Rb 0.583515 1.227330 -0.761217 0.067 -0.016 0.071
C -1.836249 0.592830 -5.129818 0.053 -0.025 -0.070
C -1.640551 0.406871 -3.746245 -0.041 0.006 0.074
N -0.649199 -0.284855 -3.247930 0.103 0.075 -0.024
C 0.259768 -0.841003 -4.090680 0.011 -0.064 0.028
C 0.131898 -0.742538 -5.496018 0.034 -0.017 -0.043
C -0.956834 0.009181 -5.994963 -0.055 0.030 0.055
C 1.069450 -1.380908 -6.345140 -0.001 0.004 0.032
C 2.095530 -2.088688 -5.776025 -0.001 0.001 0.009
C 2.246423 -2.190693 -4.385406 0.009 0.000 -0.047
C 1.369840 -1.567713 -3.496131 -0.069 0.004 0.029
N 1.510222 -1.513368 -2.151043 -0.097 -0.031 -0.129
C 1.898681 -2.566404 -1.424774 0.043 0.058 0.120
C 1.834149 -3.918645 -1.805499 -0.022 0.002 -0.045
C 2.114927 -4.960721 -0.911776 0.009 -0.012 0.045
C 2.488438 -4.733000 0.387309 -0.015 0.012 -0.038
C 2.590038 -3.389113 0.832149 -0.003 -0.024 0.018
C 2.958944 -3.061042 2.156676 0.002 -0.017 0.014
C 3.049346 -1.754447 2.538531 -0.011 0.006 -0.038
C 2.761209 -0.756059 1.585482 0.015 0.001 0.030
N 2.397487 -1.022333 0.355520 0.036 -0.081 0.031
C 2.311150 -2.314850 -0.044124 -0.032 0.057 -0.040
H -2.667027 1.191575 -5.479716 -0.003 -0.001 0.003
H -2.325918 0.850404 -3.031621 0.010 0.003 0.003
H -1.072821 0.116829 -7.068603 0.007 0.001 -0.002
H 0.962501 -1.299688 -7.420629 -0.005 0.007 0.001
H 2.823298 -2.580098 -6.414334 0.002 0.002 0.005
H 3.088902 -2.738426 -3.982563 -0.005 0.000 0.017
H 1.522353 -4.163098 -2.812718 -0.001 0.010 -0.002
H 2.022142 -5.982358 -1.268699 0.003 0.000 0.002
H 2.697951 -5.544266 1.074210 0.000 -0.001 0.001
H 3.163236 -3.865472 2.856280 0.000 0.001 0.001
H 3.328737 -1.473929 3.546472 -0.006 0.004 0.001
H 2.824960 0.296175 1.847924 0.010 0.000 0.004
N 2.730180 5.171182 -0.006851 -0.014 0.008 0.000
C 1.982721 4.215007 0.686073 -0.005 0.002 -0.051
S 2.889130 2.944727 1.439968 -0.008 0.001 -0.001
N 0.698820 4.427903 0.632412 0.004 -0.035 0.068
N -0.051025 3.561949 1.395134 0.061 0.074 -0.063
C -1.311427 3.592946 1.185893 -0.076 0.019 0.048
C -2.076316 4.370994 0.187650 0.023 -0.009 -0.046
C -3.141942 5.146812 0.624173 -0.016 0.017 -0.014
C -3.940416 5.880847 -0.247154 0.010 0.002 0.031
C -3.650319 5.808567 -1.610571 0.003 0.000 -0.035
C -2.623810 5.017911 -2.083418 -0.005 0.016 0.021
C -1.801710 4.224210 -1.220970 0.000 -0.001 0.018
O -0.951392 3.395297 -1.674143 -0.072 -0.078 -0.031
H 3.610545 4.807481 -0.332453 0.004 -0.003 0.002
H 2.175843 5.638317 -0.711755 0.003 0.002 0.003
H -1.887154 2.954483 1.860498 0.015 0.001 0.008
H -3.342786 5.186357 1.692736 0.004 -0.001 0.002
H -4.754075 6.493579 0.121989 0.001 -0.002 0.005
H -4.252929 6.374374 -2.316734 0.005 -0.001 -0.002
H -2.424019 4.945376 -3.147506 0.004 0.001 0.000
N -1.147029 -2.322670 -0.705285 -0.150 -0.040 -0.016
C -2.149476 -2.263346 0.196013 0.080 0.014 -0.036
C -2.540749 -3.344196 0.971767 -0.048 -0.004 0.048
C -3.578199 -3.220070 1.913596 0.020 -0.007 -0.054
C -4.246681 -2.039773 2.097738 -0.010 0.003 0.016
C -3.879274 -0.911915 1.319737 -0.044 0.034 0.027
C -4.508936 0.353210 1.438036 0.018 -0.060 0.009
C -4.094984 1.393541 0.662374 0.011 0.040 -0.002
C -3.023616 1.187844 -0.237278 0.077 -0.066 0.007
N -2.413288 0.037995 -0.368217 -0.121 -0.006 -0.046
C -2.837138 -1.010953 0.380557 0.108 -0.046 -0.024
H -0.616341 -3.166235 -0.832962 0.066 0.028 0.038
H -0.913667 -1.523823 -1.280392 0.045 0.043 -0.034
H -2.024505 -4.290429 0.858110 0.009 0.004 0.000
H -3.842373 -4.085834 2.510155 0.004 0.001 0.004
H -5.041765 -1.950021 2.828169 -0.001 0.005 -0.002
H -5.313036 0.473308 2.156580 -0.003 0.003 -0.004
H -4.538899 2.378953 0.728985 0.005 0.001 0.006
H -2.641798 2.004609 -0.840658 -0.036 0.024 -0.010
N -0.919882 -3.426342 5.849773 -0.015 0.010 0.012
C -0.643839 -2.484135 5.249462 0.029 -0.019 -0.010
C -0.278847 -1.301063 4.523311 -0.025 0.009 0.019
C 0.581902 -0.359725 5.089253 -0.008 0.008 -0.012
C 0.900517 0.756333 4.347785 0.010 -0.015 0.006
C 0.357502 0.897392 3.072547 0.007 -0.072 -0.111
N -0.472961 0.001641 2.528835 0.048 0.047 0.070
C -0.783399 -1.073080 3.244253 -0.009 0.012 -0.037
H 0.983868 -0.519765 6.081891 0.003 -0.002 0.001
H 1.573232 1.518738 4.716381 0.006 -0.002 0.002
H 0.622887 1.762062 2.467666 -0.079 0.052 0.048
H -1.459308 -1.789770 2.789889 0.020 -0.009 0.008

=====

3.
85
Properties=species:S:1:pos:R:3:forces:R:3 method="wB97M-V/def2-TZVPD" orbital_gap_ev="6.995 / 7.152" e_tot_ev=-117872.85138 e_above_lowest_kcal_mol=0.8 s2=2.01 total_charge=-1 multiplicity=3 e_homo_ev="-4.7 / -5.4"
Ti -0.373708 0.465722 -0.722753 -0.957 -0.243 1.236
O -1.454703 -0.866313 0.097691 0.565 0.465 -0.412
C -2.424968 -0.912705 1.089765 -0.232 0.032 0.061
C -2.749114 0.519734 1.595747 0.093 0.013 -0.062
C -1.539114 1.180958 2.185789 -0.097 -0.072 -0.077
C -1.549009 1.592441 3.513361 0.073 -0.010 0.001
C -0.414421 2.163055 4.052601 -0.020 0.001 0.046
C 0.716214 2.281884 3.265165 -0.001 -0.016 0.001
C 0.677583 1.841496 1.951075 -0.013 -0.052 -0.028
C 1.896198 1.918622 1.078344 -0.062 -0.014 -0.042
C 2.393015 0.550312 0.521609 0.271 0.194 0.037
O 1.442591 -0.064787 -0.258551 -0.261 -0.102 -0.052
C 3.627614 0.888596 -0.347645 -0.106 -0.012 -0.176
C 4.813569 1.368658 0.196887 0.000 0.019 0.088
C 5.883100 1.708618 -0.616422 0.043 0.014 -0.042
C 5.785413 1.571597 -1.995391 -0.022 -0.005 0.038
C 4.610379 1.082481 -2.546780 0.024 0.012 -0.001
C 3.542172 0.741203 -1.727804 -0.040 -0.043 0.057
C 2.870547 -0.407794 1.621271 0.000 -0.141 -0.088
C 3.286385 -0.009489 2.884098 0.008 0.018 0.041
C 3.793409 -0.931974 3.794872 -0.012 0.028 -0.007
C 3.900820 -2.267329 3.449083 -0.018 -0.034 0.002
C 3.481950 -2.679678 2.188095 -0.018 0.010 0.041
C 2.968266 -1.760556 1.290706 -0.037 0.040 -0.001
N -0.446852 1.333461 1.417476 0.115 0.029 -0.301
C -1.913535 -1.700174 2.300941 0.127 -0.025 -0.025
C -2.779883 -2.090599 3.319056 -0.010 0.020 -0.023
C -2.294117 -2.716890 4.455401 0.039 -0.017 0.029
C -0.931609 -2.961990 4.589719 -0.042 0.006 -0.001
C -0.065499 -2.582040 3.576178 0.003 -0.001 0.012
C -0.555435 -1.956620 2.435912 -0.012 0.013 -0.017
C -3.667481 -1.597358 0.513815 -0.049 0.023 -0.009
C -4.894262 -0.966242 0.367389 0.008 -0.014 -0.002
C -5.973330 -1.649310 -0.192025 0.060 0.019 -0.004
C -5.834035 -2.960706 -0.607180 0.048 -0.039 -0.024
C -4.600575 -3.594315 -0.472022 -0.067 -0.029 -0.035
C -3.531935 -2.916424 0.081377 0.083 -0.009 0.054
H -3.139763 1.127585 0.778284 -0.022 -0.047 0.044
H -3.525182 0.471055 2.359171 -0.023 0.014 -0.014
H -2.443934 1.450728 4.101853 -0.015 0.007 -0.002
H -0.403724 2.497364 5.082804 -0.003 0.003 -0.004
H 1.629131 2.708028 3.658512 0.002 -0.002 0.004
H 1.669862 2.535001 0.206324 0.029 -0.009 0.013
H 2.697498 2.419733 1.622258 0.003 -0.009 -0.002
H 4.911729 1.465419 1.272676 0.008 0.003 -0.013
H 6.799537 2.077345 -0.171730 0.003 0.005 0.001
H 6.621215 1.837835 -2.630159 0.003 0.000 -0.009
H 4.523330 0.964043 -3.620449 -0.008 -0.008 -0.001
H 2.625629 0.335854 -2.137464 0.033 0.024 -0.017
H 3.222236 1.029012 3.180074 -0.006 0.000 -0.001
H 4.101629 -0.598629 4.778288 0.005 0.004 0.005
H 4.295406 -2.984751 4.157872 0.005 -0.006 -0.003
H 3.548739 -3.723875 1.908404 0.005 -0.007 0.000
H 2.625668 -2.072448 0.312956 -0.004 0.002 -0.010
H -3.843876 -1.909520 3.213797 -0.012 0.005 -0.003
H -2.979691 -3.017453 5.238482 -0.006 -0.005 0.006
H -0.550903 -3.449491 5.478843 0.000 -0.003 0.011
H 0.998067 -2.763554 3.670207 0.024 0.005 -0.017
H 0.109998 -1.653874 1.637448 0.035 -0.012 0.019
H -5.035971 0.072153 0.641097 -0.015 0.017 0.019
H -6.915467 -1.130847 -0.315815 -0.012 0.031 0.023
H -6.671677 -3.487827 -1.047769 -0.008 -0.011 0.006
H -4.475409 -4.618269 -0.803546 -0.007 -0.006 -0.002
H -2.568876 -3.403459 0.184080 -0.002 -0.007 -0.008
O 0.207090 2.317215 -1.496000 0.202 0.231 -0.290
N 0.512276 2.400105 -2.735963 -0.128 -0.106 0.242
N 0.319576 1.301891 -3.352861 0.039 0.157 0.018
O -0.144032 0.250984 -2.726525 0.228 -0.181 -0.463
C 0.633401 1.205292 -4.753597 -0.225 -0.054 0.667
C 0.386680 -0.006427 -5.370315 0.093 0.034 -0.304
C 0.682563 -0.123705 -6.723418 -0.034 0.032 0.126
C 1.206785 0.954402 -7.419397 0.029 0.000 -0.108
C 1.442955 2.161435 -6.771375 -0.037 -0.048 0.120
C 1.158403 2.298983 -5.421646 0.064 -0.004 -0.308
H -0.026332 -0.820101 -4.794748 0.001 -0.004 0.005
H 0.495935 -1.062199 -7.228213 0.007 0.002 -0.019
H 1.432469 0.858250 -8.473640 0.000 -0.006 -0.003
H 1.849880 3.001702 -7.317810 0.008 0.004 -0.009
H 1.331874 3.225963 -4.897814 0.004 -0.002 0.016
Cl -5.615155 2.471184 0.135302 -0.016 0.062 -0.040
C -4.725664 2.087248 -2.439229 0.183 0.041 0.121
Cl -5.767343 0.854741 -2.969041 -0.027 -0.042 -0.028
Cl -4.918870 3.655517 -3.076813 -0.002 -0.023 -0.002
C -3.488496 1.733853 -1.887911 -0.289 0.095 0.116
N -2.494836 1.440963 -1.382336 0.400 -0.251 -0.221